# 1
Formula: C18H24BN9O2V
Source: the OMol25 dataset
Level of theory: wB97M-V/def2-TZVPD

Results
- E_tot: -2312.43831 Eh
- HOMO-LUMO gap (spin up / spin down): 7.37 / 8.14 eV
- Largest force on an atom: 0.0644 hartree/bohr
- Net charge: +1
- Lowest unoccupied orbital energy (spin up / spin down): -4.37 / -3.60 eV
- E_HOMO (spin up / spin down): -11.7 / -11.7 eV
- Multiplicity: 3

Element x y z (Å)
V1 0.781 -0.802 1.498
C1 -0.967 0.773 4.240
C2 -1.380 1.061 2.807
C3 -2.088 2.193 2.358
C4 -2.092 2.106 1.011
N1 -1.472 0.987 0.634
N2 -0.985 0.335 1.743
B1 -0.940 0.751 -0.785
N3 0.507 1.356 -0.849
C5 1.106 2.390 -1.452
C6 2.342 2.599 -0.908
C7 2.416 1.666 0.153
C8 3.467 1.640 1.231
N4 1.327 0.891 0.171
N5 -0.779 -0.795 -1.004
C9 -1.139 -1.523 -2.044
C10 -0.746 -2.836 -1.850
C11 -0.242 -2.875 -0.571
C12 0.009 -4.016 0.391
N6 -0.245 -1.637 -0.060
N7 -1.906 1.258 -1.823
C13 -3.220 0.941 -1.991
C14 -3.509 1.025 -3.325
C15 -2.301 1.419 -3.944
C16 -1.992 1.583 -5.404
N8 -1.325 1.534 -3.002
H1 -0.130 1.401 4.523
H2 -0.655 -0.234 4.378
H3 -1.742 1.019 4.976
H4 -2.572 2.882 3.030
H5 -2.492 2.738 0.240
H6 0.567 2.889 -2.284
H7 3.058 3.377 -1.088
H8 4.456 1.473 0.807
H9 3.287 0.921 2.054
H10 3.551 2.601 1.733
H11 -1.652 -1.067 -2.857
H12 -0.953 -3.719 -2.467
H13 0.942 -3.916 0.934
H14 0.056 -4.990 -0.077
H15 -0.789 -4.131 1.152
H16 -3.841 0.684 -1.131
H17 -4.475 0.900 -3.785
H18 -0.943 1.715 -5.584
H19 -2.475 2.463 -5.835
H20 -2.310 0.733 -5.990
N9 2.591 -1.981 0.962
C17 3.043 -2.495 2.260
C18 2.248 -1.958 3.497
O1 2.376 -2.402 4.617
O2 1.466 -0.957 3.160
H21 2.405 -2.748 0.329
H22 3.271 -1.428 0.444
H23 4.100 -2.240 2.478
H24 2.986 -3.553 2.301

Atomic partial charges in e from the Mulliken method, atoms 1 to 4: 0.8416, -1.4772, 0.9352, -1.2720

***

# 2
Formula: C18H24Cl5MnN6
Source: the OMol25 dataset
Level of theory: wB97M-V/def2-TZVPD

Results
- E_tot: -4480.28274 Eh
- HOMO-LUMO gap (spin up / spin down): 7.08 / 7.99 eV
- Largest force on an atom: 0.0183 hartree/bohr
- Net charge: +2
- Lowest unoccupied orbital energy (spin up / spin down): -7.53 / -6.67 eV
- E_HOMO (spin up / spin down): -14.6 / -14.7 eV
- Multiplicity: 5

Element x y z (Å)
Mn1 -0.145 -0.071 -0.263
Cl1 2.810 -2.071 1.317
C1 2.921 -0.494 0.619
C2 1.799 0.129 0.097
C3 1.959 1.412 -0.354
Cl2 0.404 2.115 -0.927
C4 3.128 2.140 -0.377
Cl3 3.164 3.737 -0.967
C5 4.256 1.482 0.119
Cl4 5.748 2.293 0.129
C6 4.150 0.175 0.625
Cl5 5.534 -0.590 1.260
C7 -1.446 1.867 2.100
N1 -2.554 1.864 1.164
C8 -3.651 2.830 1.322
C9 -4.820 2.152 0.591
N2 -4.178 0.995 -0.047
C10 -4.816 0.293 -1.154
C11 -2.924 0.846 0.371
N3 -2.091 -0.162 0.063
C12 -2.617 -1.530 -0.111
C13 -1.500 -2.463 0.314
N4 -0.264 -1.985 -0.345
C14 0.586 -2.834 -0.939
N5 1.289 -2.511 -2.028
C15 1.107 -1.346 -2.863
C16 2.198 -3.597 -2.413
C17 1.785 -4.736 -1.467
N6 0.830 -4.087 -0.557
C18 0.566 -4.661 0.756
H1 -1.821 1.937 3.122
H2 -0.775 2.706 1.915
H3 -0.886 0.935 2.026
H4 -3.384 3.793 0.890
H5 -3.857 2.975 2.382
H6 -5.255 2.792 -0.174
H7 -5.613 1.827 1.264
H8 -5.508 0.981 -1.636
H9 -5.374 -0.579 -0.815
H10 -4.073 -0.003 -1.889
H11 -2.894 -1.739 -1.145
H12 -3.494 -1.688 0.519
H13 -1.726 -3.483 0.006
H14 -1.397 -2.443 1.400
H15 0.100 -0.941 -2.731
H16 1.183 -1.638 -3.910
H17 1.849 -0.571 -2.664
H18 3.237 -3.294 -2.283
H19 2.038 -3.852 -3.459
H20 2.627 -5.112 -0.888
H21 1.320 -5.572 -1.986
H22 1.464 -5.178 1.091
H23 -0.254 -5.377 0.725
H24 0.346 -3.876 1.472

Atomic partial charges in e from the Mulliken method, atoms 1 to 4: -0.4009, -0.1552, 1.3045, -1.2424

***

# 3
Formula: C18H24ClF16GaIO4
Source: the OMol25 dataset
Level of theory: wB97M-V/def2-TZVPD

Results
- E_tot: -5281.82783 Eh
- HOMO-LUMO gap: 7.38 eV
- Largest force on an atom: 0.1160 hartree/bohr
- Net charge: -1
- Lowest unoccupied orbital energy: 2.28 eV
- E_HOMO: -5.1 eV

Element x y z (Å)
C1 -4.887 -4.038 -1.288
C2 -4.423 -2.613 -0.993
I1 -5.048 -1.977 0.994
C3 -2.918 -2.398 -1.198
Ga1 -2.711 -0.878 -2.552
Cl1 -3.193 -1.798 -4.587
C4 -0.868 -0.030 -2.572
C5 0.191 -1.120 -2.741
C6 1.592 -0.630 -2.404
C7 2.637 -1.691 -2.109
O1 2.157 -2.784 -1.314
C8 1.817 -3.853 -1.987
O2 1.642 -3.919 -3.114
H1 -4.048 -4.690 -1.415
H2 -5.486 -4.066 -2.176
H3 -5.525 -4.399 -0.508
H4 -4.952 -1.975 -1.665
H5 -2.481 -3.322 -1.526
H6 -2.501 -2.149 -0.240
H7 -3.785 0.252 -2.124
H8 -0.841 0.651 -3.407
H9 -0.636 0.461 -1.654
H10 -0.101 -1.946 -2.118
H11 0.210 -1.506 -3.741
H12 1.930 0.006 -3.201
H13 1.517 -0.007 -1.522
H14 3.392 -1.219 -1.508
H15 3.135 -2.034 -2.988
H16 1.744 -4.741 -1.373
C9 2.792 -1.845 0.895
C10 2.828 -2.382 2.331
C11 1.862 -1.722 3.312
F1 2.130 -0.402 3.434
F2 2.009 -2.293 4.535
F3 4.092 -2.321 2.809
F4 2.488 -3.699 2.272
O3 3.770 -0.872 0.571
C12 3.522 0.435 0.888
C13 4.526 0.981 1.897
F5 4.492 0.256 3.033
F6 4.201 2.259 2.204
F7 2.251 0.598 1.325
F8 3.650 1.142 -0.252
H17 3.023 -2.691 0.251
H18 1.792 -1.523 0.606
H19 0.826 -1.854 2.988
H20 5.537 0.952 1.484
C14 -2.318 3.807 2.271
C15 -1.781 5.245 2.265
C16 -1.939 6.013 0.955
F9 -1.271 5.405 -0.046
F10 -1.421 7.262 1.106
F11 -0.489 5.251 2.655
F12 -2.485 5.936 3.210
O4 -1.376 2.789 2.037
C17 -1.064 2.485 0.728
C18 0.403 2.768 0.417
F13 0.697 4.073 0.645
F14 0.656 2.518 -0.885
F15 -1.888 3.124 -0.119
F16 -1.263 1.159 0.597
H21 -2.670 3.628 3.285
H22 -3.192 3.700 1.629
H23 -2.994 6.106 0.683
H24 1.045 2.128 1.020

Atomic partial charges in e from the Mulliken method, atoms 1 to 4: -1.0617, -0.3092, -0.1048, -0.9004